Record 1
Here is an isolated ion of composition CH4BrClOP and charge +1 at a distorted geometry from the OMol25 dataset. Energies are from the ωB97M-V functional and the def2-TZVPD basis.

```
9
Properties=species:S:1:pos:R:3:nbo_charge:R:1
C 1.1699 -0.1478 -0.6978 -0.92
O -0.6239 1.1868 1.0090 -0.94
P -0.4400 -0.1279 0.1622 1.57
Cl -0.8920 -1.4349 1.6796 -0.14
Br -1.8725 -0.3961 -1.3326 0.02
H 1.7445 -0.7919 -0.0946 0.29
H 1.4913 0.8985 -0.5225 0.30
H 0.9186 -0.3314 -1.7095 0.29
H -1.4959 1.1445 1.5062 0.55
```

Calculated values
DFT total energy = -3491.08688 a.u.
Total charge = +1
Frontier orbital gap = 11.62 eV
HOMO = -16.4 eV
ΔE to the lowest compared entry with this formula, charge and spin = 3.2 kcal per mole
Spin multiplicity = 1

Record 2
Here is CH4BrClOSi as an isolated structure at a distorted geometry from the OMol25 dataset. Energies are from the ωB97M-V functional and the def2-TZVPD basis.

```
9
Properties=species:S:1:pos:R:3:nbo_charge:R:1
C 1.7881 -0.4389 0.2055 -0.69
O -1.5448 -0.1622 -0.9959 -1.07
Si -0.0468 0.3129 -0.3899 1.46
Cl 2.0648 -2.2117 0.2433 -0.03
Br 3.1896 0.2095 -0.9170 0.03
H -1.6321 -0.3040 -1.9928 0.50
H 0.3080 1.1343 -1.4501 -0.21
H 1.9787 0.0812 1.1058 0.22
H -0.5734 0.4872 0.9077 -0.21
```

Calculated values
DFT total energy = -3439.42008 a.u.
Frontier orbital gap = 9.96 eV
HOMO = -9.9 eV
ΔE to the lowest compared entry with this formula, charge and spin = 15.4 kcal per mole
Spin multiplicity = 1

Record 3
Here is a 2-piece molecular cluster, CH4BrN4 overall at a distorted geometry from the OMol25 dataset. Energies are from the ωB97M-V functional and the def2-TZVPD basis.

```
10
Properties=species:S:1:pos:R:3:nbo_charge:R:1
C 0.1013 -0.0841 0.0271 0.75
N -0.3625 -3.4219 -1.2910 -0.18
N 0.3167 -2.5623 -0.9919 0.25
N -0.4085 -1.1787 -0.3448 -0.66
N 0.7254 0.8081 0.4338 -0.50
Br 0.6537 4.1236 1.5238 -0.23
H -1.3547 -3.6524 -1.2965 0.43
H -1.3997 -1.3048 -0.1663 0.43
H 1.0036 1.7634 0.5542 0.48
H 0.7248 5.5092 1.5518 0.24
```

Calculated values
DFT total energy = -2833.14866 a.u.
Total charge = +1
Frontier orbital gap = 9.20 eV
HOMO = -14.2 eV
ΔE to the lowest compared entry with this formula, charge and spin = 35.8 kcal per mole
Spin multiplicity = 1

Record 4
Here is CH4BrNS as an isolated structure at a distorted geometry from the OMol25 dataset. Energies are from the ωB97M-V functional and the def2-TZVPD basis.

```
8
Properties=species:S:1:pos:R:3:nbo_charge:R:1
C -0.2137 -0.8135 1.0965 -0.55
N 0.0333 1.2933 -1.2334 -0.97
S -0.9823 1.0817 0.0558 0.31
Br 1.2236 -1.4350 -0.0101 0.04
H -1.1238 -1.4139 1.0962 0.21
H 0.1069 -0.5556 2.1303 0.22
H -0.0972 0.7092 -2.0326 0.37
H 1.0532 1.1338 -1.1028 0.38
```

Calculated values
DFT total energy = -3067.39462 a.u.
Frontier orbital gap = 9.18 eV
HOMO = -8.8 eV
ΔE to the lowest compared entry with this formula, charge and spin = 28.7 kcal per mole
Spin multiplicity = 1

Record 5
Here is a 2-piece molecular cluster, CH4BrO3P overall at a distorted geometry from the OMol25 dataset. Energies are from the ωB97M-V functional and the def2-TZVPD basis.

```
10
Properties=species:S:1:pos:R:3:nbo_charge:R:1
C 1.2530 0.3058 -0.7499 -0.02
O -1.8900 -1.1542 0.8950 -1.03
O -0.1176 0.3585 -0.8525 -0.73
O 0.4161 -1.4884 1.4862 -1.09
P -0.5021 -1.8319 0.3973 1.58
Br 1.9265 -1.3995 -1.7676 -0.16
H 1.6088 0.0384 0.1586 0.21
H 1.8700 1.1813 -1.3257 0.21
H -1.8267 -0.6185 1.7142 0.51
H -0.5631 0.7271 -1.6283 0.52
```

Calculated values
DFT total energy = -3181.59922 a.u.
Frontier orbital gap = 10.20 eV
HOMO = -9.9 eV
ΔE to the lowest compared entry with this formula, charge and spin = 23.6 kcal per mole
Spin multiplicity = 1

Record 6
Here is a 2-piece molecular cluster, CH4BrP overall at a distorted geometry from the OMol25 dataset. Energies are from the ωB97M-V functional and the def2-TZVPD basis.

```
7
Properties=species:S:1:pos:R:3:nbo_charge:R:1
C 0.0749 0.0742 0.7031 -0.74
P -0.3823 0.0569 -1.0412 0.55
Br 1.6540 -0.1214 -2.0428 -0.29
H -0.1194 -0.6870 1.3592 0.19
H -1.4627 1.1790 0.8570 0.07
H 0.8664 0.8702 1.0563 0.25
H -0.6308 -1.3719 -0.8916 -0.04
```

Calculated values
DFT total energy = -2955.74254 a.u.
Frontier orbital gap = 8.69 eV
HOMO = -9.2 eV
ΔE to the lowest compared entry with this formula, charge and spin = 79.2 kcal per mole
Spin multiplicity = 1

Record 7
Here is a 2-piece molecular cluster, CH4Cl2SSi overall at a distorted geometry from the OMol25 dataset. Energies are from the ωB97M-V functional and the def2-TZVPD basis.

```
9
Properties=species:S:1:pos:R:3:nbo_charge:R:1
C -3.0839 0.3625 0.4273 -0.19
Si 1.7774 -0.2537 -0.4249 0.99
S 1.9551 0.8124 1.3697 -0.43
Cl -3.9416 -0.7279 -0.4826 0.08
Cl 0.5472 -1.8071 -0.0845 -0.39
H -1.9898 0.4840 -0.0949 0.11
H 2.8704 -0.9276 -0.8422 -0.18
H 1.1473 0.7377 -1.3050 -0.17
H 0.7179 1.3197 1.4372 0.17
```

Calculated values
DFT total energy = -1648.46927 a.u.
Frontier orbital gap = 8.28 eV
HOMO = -9.2 eV
ΔE to the lowest compared entry with this formula, charge and spin = 85.5 kcal per mole
Spin multiplicity = 1

Record 8
Here is a 2-piece molecular cluster, CH4ClFS overall at a distorted geometry from the OMol25 dataset. Energies are from the ωB97M-V functional and the def2-TZVPD basis.

```
8
Properties=species:S:1:pos:R:3:nbo_charge:R:1
C 1.7760 -0.0252 0.2396 0.06
H -3.4993 -0.3376 -0.8970 0.14
H -1.7857 -0.1146 -0.0103 0.12
H 1.8095 0.0344 1.3296 0.18
H 2.4298 -0.8056 -0.1475 0.18
F 2.1334 1.1722 -0.2896 -0.33
S -2.9764 0.5070 0.0047 -0.28
Cl 0.1126 -0.4307 -0.2295 -0.06
```

Calculated values
DFT total energy = -998.71088 a.u.
Frontier orbital gap = 10.21 eV
HOMO = -9.5 eV
ΔE to the lowest compared entry with this formula, charge and spin = 8.1 kcal per mole
Spin multiplicity = 1